{"formula": "C42H84O14S", "method": "wB97M-V/def2-TZVPD", "elements": ["O", "S", "O", "O", "C", "C", "O", "H", "H", "H", "H", "C", "C", "C", "O", "C", "H", "H", "H", "H", "H", "H", "H", "H", "C", "C", "C", "O", "C", "H", "H", "H", "H", "H", "H", "H", "H", "C", "C", "C", "O", "C", "H", "H", "H", "H", "H", "H", "H", "H", "C", "C", "C", "O", "C", "H", "H", "H", "H", "H", "H", "H", "H", "C", "C", "C", "O", "C", "H", "H", "H", "H", "H", "H", "H", "H", "C", "C", "C", "O", "C", "H", "H", "H", "H", "H", "H", "H", "H", "C", "C", "C", "O", "C", "H", "H", "H", "H", "H", "H", "H", "H", "C", "C", "C", "O", "C", "H", "H", "H", "H", "H", "H", "H", "H", "C", "C", "C", "O", "C", "H", "H", "H", "H", "H", "H", "H", "H", "C", "C", "C", "O", "C", "H", "H", "H", "H", "H", "H", "H", "H"], "coordinates": [[-0.25736, -1.71717, 0.61393], [-0.87724, -0.44055, 0.33330], [-2.22681, -0.17799, 0.78793], [-0.02822, 0.91443, 0.90677], [-0.07967, 1.95443, -0.02032], [0.03275, 1.23890, -1.33543], [-0.66233, 0.01385, -1.23759], [-0.94831, 2.60030, 0.10778], [0.76942, 2.63586, 0.03266], [1.08011, 1.07435, -1.58851], [-0.48435, 1.73469, -2.15696], [2.44621, -0.83410, 6.65929], [3.60534, -0.05589, 7.34263], [4.32313, -1.29217, 7.92351], [3.91601, -2.46131, 7.18335], [2.90002, -2.24164, 6.23601], [1.97713, -0.27140, 5.85218], [1.66001, -0.98302, 7.39944], [3.33955, 0.75386, 8.02216], [4.18177, 0.41421, 6.54587], [4.04945, -1.39999, 8.97307], [5.40736, -1.18043, 7.91491], [2.11393, -2.99342, 6.30662], [3.25438, -2.11538, 5.21298], [4.45436, -7.36363, 3.60161], [5.36115, -8.50696, 3.26804], [4.62635, -9.21995, 2.11268], [3.26711, -8.89015, 2.28091], [3.11727, -7.63173, 2.87007], [4.85778, -6.42121, 3.23119], [4.36748, -7.18828, 4.67390], [5.44377, -9.06894, 4.19833], [6.36829, -8.16953, 3.02332], [4.79199, -10.29675, 2.14664], [4.99962, -8.98426, 1.11607], [2.20683, -7.64763, 3.46918], [2.98278, -6.91492, 2.06000], [5.02719, 5.87392, -5.10614], [4.61727, 5.19073, -6.44405], [3.49979, 4.24155, -6.05676], [3.31333, 4.40786, -4.69732], [4.56546, 4.88701, -4.13617], [4.44866, 6.79757, -5.09015], [6.10504, 6.02273, -5.04127], [5.43210, 4.54888, -6.77898], [4.32127, 5.94160, -7.17663], [3.66925, 3.18117, -6.24383], [2.68186, 4.64221, -6.65557], [5.22195, 4.02358, -4.02844], [4.41691, 5.37669, -3.17375], [-6.86959, -4.05007, 5.72706], [-6.09904, -4.75881, 4.56667], [-5.00209, -5.59411, 5.25706], [-4.79013, -4.98470, 6.53443], [-6.14719, -4.57537, 6.98952], [-7.94055, -4.23567, 5.80885], [-6.65281, -3.00124, 5.52442], [-5.64551, -4.02355, 3.90199], [-6.72496, -5.45649, 4.01029], [-4.08785, -5.67853, 4.66957], [-5.37957, -6.58421, 5.51263], [-6.17091, -3.90393, 7.84783], [-6.60297, -5.49508, 7.35625], [2.24733, 6.55904, 5.43936], [2.61389, 7.81777, 4.67650], [1.94493, 7.70039, 3.20841], [1.12179, 6.51582, 3.34329], [0.90586, 6.23452, 4.77599], [2.02723, 6.50643, 6.50561], [2.93929, 5.74213, 5.23458], [3.67971, 8.03983, 4.62357], [2.14353, 8.63012, 5.23054], [2.55157, 7.40163, 2.35352], [1.27750, 8.54845, 3.05535], [0.64595, 5.18123, 4.88147], [0.03295, 6.82712, 5.04975], [-1.33097, 7.37579, -5.01056], [-2.37842, 8.08788, -5.95535], [-2.13710, 9.46881, -5.47315], [-2.02392, 9.27869, -4.04279], [-1.42407, 8.08312, -3.67484], [-0.29646, 7.46294, -5.34265], [-1.53062, 6.31501, -4.85897], [-3.39384, 7.79686, -5.68638], [-2.24225, 7.87949, -7.01654], [-2.96645, 10.11463, -5.76159], [-1.19588, 9.95861, -5.72277], [-2.10190, 7.57125, -2.99173], [-0.45648, 8.30005, -3.22227], [-1.13293, -0.09655, -8.32187], [-1.79486, -1.19926, -9.05300], [-1.73837, -2.33727, -8.00885], [-0.51429, -2.12671, -7.31050], [-0.04050, -0.80099, -7.50106], [-1.88725, 0.35287, -7.67601], [-0.76710, 0.72139, -8.94257], [-1.25082, -1.48077, -9.95459], [-2.82911, -1.04482, -9.36054], [-1.79006, -3.37797, -8.32881], [-2.55763, -2.29148, -7.29134], [0.86719, -0.73054, -8.10042], [0.18107, -0.28148, -6.56880], [-2.59137, -8.16153, -1.13658], [-2.50419, -6.95951, -2.04458], [-3.70220, -7.06446, -2.96759], [-4.45010, -8.09346, -2.45174], [-4.03540, -8.42759, -1.11063], [-2.08245, -8.10850, -0.17414], [-1.98865, -8.91510, -1.64347], [-1.54432, -6.97345, -2.56086], [-2.53757, -6.06366, -1.42454], [-3.37822, -7.38070, -3.95911], [-4.27335, -6.13609, -2.97258], [-4.32903, -9.42900, -0.79589], [-4.49555, -7.88277, -0.28629], [-6.22641, 5.55982, 3.77478], [-5.21374, 5.48597, 2.60727], [-6.09314, 5.10352, 1.41188], [-7.37330, 4.73022, 1.90399], [-7.24126, 4.58379, 3.36054], [-6.70768, 6.53498, 3.70035], [-5.77157, 5.43408, 4.75733], [-4.44389, 4.73852, 2.79899], [-4.77137, 6.47810, 2.51742], [-5.62683, 4.27595, 0.87730], [-6.11128, 5.83661, 0.60544], [-6.98103, 3.57466, 3.67998], [-8.23607, 4.80636, 3.74640], [5.19134, -3.43106, -1.22725], [4.92572, -4.40379, -2.34443], [3.86895, -3.69284, -3.18852], [4.38690, -2.36848, -3.25506], [5.06453, -2.13612, -2.02735], [6.12207, -3.49560, -0.66363], [4.34828, -3.41207, -0.53660], [4.56315, -5.35637, -1.95811], [5.85574, -4.59716, -2.87901], [2.89293, -3.62231, -2.70842], [3.72610, -4.30056, -4.08204], [4.75627, -1.30221, -1.39675], [6.06483, -1.79268, -2.29107]], "forces_ev_per_angstrom": [[-0.47, 2.23, -0.54], [-0.29, 1.78, 0.52], [1.44, -0.80, -1.05], [0.10, -2.27, 0.82], [0.06, 0.81, -0.73], [-0.36, 0.66, -1.34], [-0.59, -1.77, 1.74], [-0.44, -0.41, -0.05], [0.27, -0.32, 0.61], [-0.04, -0.25, -0.02], [0.34, 0.36, 0.04], [-1.97, 0.82, 0.35], [0.02, -1.73, -1.61], [-0.07, 0.56, 0.17], [1.28, -0.69, 0.58], [0.34, 2.73, 0.57], [0.06, 0.01, -0.11], [-0.15, 0.13, 0.18], [-0.29, -0.50, 0.23], [0.34, -0.06, 0.02], [-0.20, -0.30, 0.07], [0.06, -0.27, -0.31], [0.14, 0.02, 0.02], [0.44, -0.74, -0.17], [-0.64, 1.93, 0.13], [0.27, -0.29, 0.00], [0.70, -0.34, 0.63], [-0.27, -1.53, -0.39], [0.59, 0.27, -0.09], [0.04, 0.07, -0.14], [-0.26, -0.29, 0.02], [0.04, -0.75, -0.42], [-0.05, -0.09, -0.19], [-0.53, -0.18, 0.32], [0.02, 0.79, -0.12], [0.18, 0.03, 0.20], [-0.10, 0.40, 0.05], [0.37, 0.15, -2.20], [1.63, -0.36, 0.19], [-0.23, 0.79, -0.96], [-0.36, 0.51, 2.18], [-1.36, -0.63, 0.71], [0.32, 0.15, 0.62], [-0.10, 0.41, -0.07], [0.30, 0.51, -0.49], [0.20, -0.33, -0.17], [0.18, 0.02, -0.50], [-0.88, -0.74, 0.46], [0.34, 0.04, 0.06], [-0.44, -0.52, 0.19], [1.29, -0.30, -0.11], [-0.18, -0.80, 0.30], [-0.93, 0.37, 0.88], [-0.82, 1.36, 0.52], [0.84, -0.82, -1.02], [0.08, 0.04, -0.34], [-0.44, 0.18, 0.69], [-0.20, -0.09, -0.06], [-0.09, 0.28, -0.28], [0.10, 0.16, 0.35], [-0.06, -0.41, -0.53], [0.78, 0.22, -0.26], [-0.37, -0.18, -0.15], [-1.19, -0.99, -0.95], [0.17, 0.88, -0.49], [-0.64, -1.75, 2.36], [-0.31, -0.45, 1.09], [0.37, -0.24, -2.07], [0.60, 0.98, 0.21], [-0.02, -0.06, -0.12], [0.00, -0.13, 0.05], [0.03, 0.37, -0.35], [0.50, 0.91, 0.21], [0.34, 0.21, -0.39], [-0.07, 0.00, -0.21], [0.21, 0.27, 0.66], [-0.07, -1.59, -0.42], [1.54, -1.29, 0.71], [0.18, 0.47, 1.01], [-1.62, 2.80, 0.30], [-0.52, -0.06, -1.08], [-0.15, 0.05, -0.59], [0.03, -0.13, -0.32], [0.01, -0.06, 0.07], [0.25, 0.13, 0.08], [0.01, 0.31, 0.68], [0.06, -0.22, -0.89], [0.21, -0.09, 0.29], [0.08, -0.32, 0.18], [-0.20, 1.20, 0.86], [-0.65, -1.98, -0.58], [0.08, 0.30, 0.21], [0.67, -0.11, 0.25], [-0.58, 0.75, -0.81], [0.06, 0.09, 0.32], [0.19, -0.17, -0.09], [0.17, -0.11, 0.00], [0.02, 0.35, 0.07], [0.41, 0.13, -0.62], [-0.28, 0.52, 0.13], [0.33, -0.68, 0.01], [-0.23, -0.28, 0.25], [1.95, -0.72, -0.27], [1.25, 1.23, 0.72], [1.11, 0.41, 0.00], [-2.06, -2.00, 1.60], [-0.72, -0.52, 0.16], [-0.33, 0.60, 0.17], [-0.52, -0.69, -0.10], [-0.09, 0.27, -0.12], [-0.05, 0.27, -0.21], [-0.21, 0.40, -0.27], [-0.02, 0.12, -0.34], [0.09, -0.43, -0.96], [-0.40, 1.07, -0.37], [0.80, 1.08, -0.64], [-0.27, 0.57, 0.54], [0.93, -0.62, -0.47], [0.47, 0.06, 1.13], [-1.59, -0.64, -0.79], [0.16, 0.23, 0.35], [-0.17, -0.14, -0.07], [0.03, 0.08, -0.05], [0.33, -0.21, -0.27], [-0.04, -0.59, 0.19], [-0.71, 0.61, 0.41], [0.08, -0.33, -0.43], [0.00, -0.10, 0.07], [-1.09, 0.95, -0.22], [-0.35, -1.23, 0.84], [0.59, -0.63, 1.03], [-0.46, 0.11, -0.32], [2.19, 0.91, 0.22], [-0.03, -0.15, -0.24], [0.07, -0.44, 0.29], [-0.01, -0.17, -0.10], [-0.18, 0.07, -0.43], [-0.12, -0.39, 0.33], [0.21, 1.04, -0.76], [-1.18, 0.04, -0.29], [0.33, -0.10, -0.33]], "e_above_lowest_kj_mol": 409.5, "smiles": "O=S1(=O)OCCO1.C1CCOC1.C1CCOC1.C1CCOC1.C1CCOC1.C1CCOC1.C1CCOC1.C1CCOC1.C1CCOC1.C1CCOC1.C1CCOC1", "orbital_gap_ev": 9.552, "homo_energy_ev": -9.5}